[1]
The following is a quantum chemistry calculation of a molecular structure, C59H76ClCsN7O4PS in a non-equilibrium geometry, from OMol25.

Its energy above the lowest of the compared OMol25 structures with the same formula, charge and spin is 40.4 kcal/mol. The net charge is -2.

Geometry as XYZ:
```
150
Properties=species:S:1:pos:R:3:forces:R:3
C -6.77069 -2.47156 2.04792 -0.07 0.16 0.14
H -2.80611 -0.44455 2.76187 0.15 -0.05 -0.05
C 4.84840 1.50663 -0.26356 -0.14 0.11 -0.11
H 2.66162 3.14738 -5.57004 0.00 0.00 -0.01
H -0.94365 0.93274 -6.20235 -0.01 -0.01 -0.02
H 1.35799 0.78127 9.08898 0.00 0.01 0.01
N -4.64014 -0.37288 -0.52394 0.02 0.32 0.10
H -0.68282 -4.54170 0.02972 -0.05 -0.05 0.02
H -5.20974 5.29623 -2.14538 -0.02 0.01 0.01
H 6.98664 0.52594 -2.04087 0.01 0.00 0.00
C 6.91592 -0.39625 -1.47520 0.02 0.08 -0.06
H 3.29478 -5.15537 -0.26385 -0.02 0.05 -0.01
H -0.86549 -2.30553 -2.03123 0.05 0.03 -0.01
C 3.93522 0.17172 -5.19951 0.00 -0.01 -0.01
H 4.71375 -2.20401 0.27855 -0.17 -0.04 0.09
N -6.31342 -1.74585 0.85470 -0.01 -0.20 -0.09
H 3.85253 0.13307 -6.27913 0.01 0.00 -0.02
C 3.42813 -0.74792 -3.03385 0.10 0.18 0.05
H -7.29680 -2.16667 -0.98399 -0.01 0.00 -0.02
C -5.77994 0.94913 2.37109 -0.07 0.05 -0.07
H -4.53920 3.92008 -0.19430 -0.04 -0.01 0.03
C 8.02079 -1.23104 -1.40961 0.06 0.00 -0.03
C 0.89270 2.04480 -6.05743 -0.01 -0.02 -0.03
C -0.66845 1.76967 -4.25339 0.04 -0.06 0.02
H -0.18951 4.20896 -0.40457 0.03 -0.04 0.00
C 5.65169 -1.94980 -0.18767 0.07 -0.06 -0.02
H -5.64204 -2.75800 -0.88633 0.03 0.00 0.01
H 1.19231 1.85577 -7.08176 0.00 0.00 -0.01
C -5.39295 0.35321 -2.59923 -0.07 0.02 -0.06
C 0.13406 2.52614 -3.39768 0.00 -0.05 0.06
H 4.99294 -0.67380 2.00321 0.03 0.02 -0.04
H 0.98601 -5.18363 -1.04686 -0.03 0.02 0.03
H -0.90219 -4.03505 -2.34533 -0.01 0.01 0.00
C 1.34139 2.99756 -3.88963 -0.04 0.08 -0.07
H -0.77956 -1.79840 0.90974 -0.06 0.07 0.12
N 2.50776 -3.50795 0.74421 0.12 -0.02 0.14
H 1.46518 5.55869 0.47885 0.01 0.01 0.01
H 3.69594 -1.76622 2.43675 -0.12 -0.08 0.00
H -3.64311 5.54426 -4.04990 -0.01 0.00 0.00
H -6.69599 -4.80750 -0.32678 0.02 0.00 0.02
N -0.24061 -2.62094 0.67163 0.21 -0.14 -0.06
O 4.09820 1.74553 2.92039 -0.05 -0.27 0.00
C -0.47019 -3.26666 -1.69180 0.05 -0.04 -0.04
H 6.66625 -3.73999 0.40257 0.00 -0.04 0.02
C 3.41437 4.76525 0.92456 -0.02 0.02 0.04
C -3.47619 1.63712 2.84435 0.05 0.00 -0.02
H 2.77302 -1.60540 -4.87779 -0.02 -0.02 0.00
C 1.53286 0.12835 7.04296 0.00 -0.03 -0.04
H 1.21131 -1.93910 6.56551 -0.02 -0.03 0.01
C 4.12957 0.27847 -2.40435 0.12 -0.09 0.11
C 2.55083 0.32588 4.45055 0.00 0.01 -0.04
C 4.68776 1.27617 -3.19867 -0.03 -0.04 -0.09
P -4.74356 -1.14073 0.92938 0.41 -0.30 -0.15
C 2.51751 1.44169 5.26562 0.02 -0.10 0.05
C -3.66450 0.14296 3.06302 -0.05 0.04 0.02
O -3.64490 -2.12505 1.06931 -0.21 0.10 0.02
H -4.99213 2.96079 1.98047 0.00 0.02 -0.02
H -1.59218 1.36620 -3.86318 -0.02 -0.04 0.03
C 6.75015 -2.79722 -0.12499 0.03 0.00 0.00
H 3.59141 -3.60149 -1.00978 0.05 0.14 -0.05
C 1.71052 2.77221 -5.21322 0.05 -0.01 0.04
C 1.50802 -4.13541 1.59387 -0.14 -0.02 -0.08
H 2.12198 -4.94555 -2.35897 -0.05 0.02 0.00
H 1.98655 2.21405 7.19184 -0.01 0.02 0.01
H -5.83693 1.16546 -3.17743 -0.01 -0.01 0.00
H -1.45290 4.42533 -4.00329 0.00 0.01 -0.02
C -2.12882 4.30870 -3.16406 0.03 0.06 -0.07
C 2.82909 -4.18775 -0.49906 -0.07 -0.17 0.10
H -3.50824 1.38448 -2.66586 0.05 0.09 0.02
C -6.56088 -2.62206 -0.31551 -0.07 0.10 -0.05
C 1.84097 3.72430 -0.55656 0.09 -0.11 -0.30
H 5.19335 2.11580 -2.73955 0.04 0.02 0.00
C 5.71510 -0.73861 -0.85875 -0.10 0.12 0.00
H 1.09697 -0.95033 8.86055 0.01 -0.03 0.00
C -7.06221 -3.95831 0.25062 -0.04 -0.07 -0.08
H -7.83446 -2.25876 2.22123 0.02 -0.01 0.01
Cl -0.05626 0.17387 2.53652 -0.84 -0.12 1.03
H -6.66568 0.09532 -0.84003 -0.04 0.04 0.07
H -2.90293 2.10217 3.64155 0.07 0.04 0.03
C -3.40647 -0.32419 -1.34446 0.06 0.10 -0.18
C 4.24939 -0.88916 2.76297 0.12 0.02 0.12
H -6.21274 -2.14250 2.92440 -0.01 -0.04 -0.04
H 8.80573 -3.09725 -0.68190 0.03 -0.02 -0.01
H -5.24126 2.60741 3.68208 -0.01 -0.02 -0.02
C -0.91943 -3.51089 -0.24773 -0.22 0.05 0.01
C 4.26353 3.70518 0.70338 0.10 -0.05 0.04
C 2.07876 -0.89037 4.91995 -0.04 -0.04 0.03
Cs 1.24294 0.52901 -0.14773 -1.63 -1.71 1.32
C 4.41492 0.15011 -0.88536 0.22 -0.06 -0.12
H -5.51387 -4.17562 1.74813 0.02 -0.01 -0.01
C -2.64188 3.38229 -1.02634 0.02 -0.03 -0.06
H 3.69051 5.56241 1.60557 0.00 0.00 -0.01
C 3.86705 2.67286 -0.14295 -0.06 -0.11 -0.23
H 8.94311 -0.94212 -1.90155 0.01 0.01 0.00
C -4.90987 2.17698 2.73373 -0.05 0.07 0.03
C -5.67763 0.46826 -1.11039 -0.03 -0.17 0.02
O 3.40794 -0.42219 -0.18878 3.03 -1.05 -0.37
C -1.75398 3.50976 -2.09160 0.05 -0.06 0.03
C -0.30199 1.52821 -5.56315 0.03 0.00 -0.02
C 0.46121 3.86873 -1.21546 0.13 -0.03 -0.02
C 2.01195 1.33590 6.55525 0.00 0.05 0.00
H 2.90084 2.37718 4.88451 0.03 0.04 -0.04
H -3.47260 -0.14556 -3.52920 0.01 -0.01 0.00
H 2.01681 3.53753 -3.24058 0.04 0.03 0.03
H -0.14830 0.19857 8.38602 -0.02 0.00 -0.01
C -3.86594 4.02802 -1.03661 -0.08 -0.01 0.04
N 0.97743 -3.23746 -1.88299 0.04 0.06 0.08
H -8.15515 -3.99012 0.23303 -0.01 0.00 -0.01
C 2.18080 4.76456 0.30339 -0.05 0.05 0.01
H -3.87642 -0.07432 4.11818 -0.04 0.00 0.00
C 0.93094 0.03323 8.41930 0.02 0.01 0.03
H -2.57383 0.25752 -0.92177 -0.24 -0.18 0.15
N 2.68875 2.70498 -0.78856 0.62 1.05 -0.20
C -0.38326 2.75984 -1.96530 -0.05 0.17 -0.13
S 3.18079 0.55513 2.77598 0.29 0.41 0.38
H 5.75753 1.87820 -0.74964 -0.04 0.09 0.03
H 2.24036 -2.54702 0.56474 0.12 0.15 -0.11
H -0.45246 -3.84428 2.41232 0.03 0.06 -0.02
H -6.50963 0.74821 3.16568 -0.01 0.00 0.01
C 0.29352 -3.23430 1.86672 -0.04 -0.02 0.08
C -3.86896 0.35856 -2.64731 0.11 -0.08 -0.06
N -4.85073 -0.16818 2.25577 0.10 -0.02 0.12
H 5.14544 1.27599 0.76147 0.02 0.03 0.01
C -3.36673 4.94294 -3.19048 -0.01 0.02 -0.04
H 5.20570 3.62011 1.22635 0.01 0.02 0.02
H -7.13190 -4.61848 2.34368 0.01 0.01 0.01
H -2.92121 1.78423 1.91975 0.04 -0.01 -0.04
H 1.18731 -5.08319 1.14293 -0.06 0.03 0.01
C 1.67897 -4.45390 -1.48023 0.04 0.03 -0.05
H 4.70307 -1.02291 3.74379 0.04 -0.01 0.00
H -6.34600 1.08550 1.44801 0.04 -0.01 0.04
C 4.60602 1.21602 -4.58299 -0.03 0.04 -0.01
H -5.59877 1.50724 -0.78012 0.05 0.17 -0.01
H 2.97108 -1.51039 -2.42085 -0.01 -0.05 0.03
C 3.33033 -0.80017 -4.41436 -0.09 -0.02 -0.04
H 1.32411 -2.46383 -1.31927 -0.04 -0.09 -0.06
C -6.57746 -3.93777 1.69475 -0.01 -0.09 0.08
H 5.05063 2.00484 -5.18050 0.01 0.00 -0.02
H 2.07956 -1.76276 4.28153 0.00 -0.02 -0.06
C 7.94524 -2.44080 -0.73154 -0.01 -0.02 0.02
C 1.58372 -0.98576 6.20807 -0.01 0.03 0.02
H -2.33919 2.73499 -0.21295 0.00 -0.05 0.08
O -0.52314 1.59818 -1.30101 -2.14 1.65 -1.60
H 0.57593 -2.41078 2.52868 0.01 -0.04 -0.03
H -3.06056 -1.34217 -1.52371 0.04 -0.03 0.08
H -2.01137 -3.40357 -0.17497 0.09 -0.04 -0.01
H 1.93033 -4.40160 2.57413 0.05 -0.01 -0.04
H -5.79728 -0.59563 -2.96368 0.01 -0.02 -0.02
C -4.24418 4.80482 -2.12743 0.00 0.01 0.02
H 0.52563 4.71933 -1.90667 0.05 0.07 0.09
```
Positions in Å, forces in eV/Å.

[2]
The following is a quantum chemistry calculation of 8 unconnected molecules or ions with the total composition C59H79F3IN10O4P in a non-equilibrium geometry, from OMol25.

The net charge is 0.

Geometry as XYZ:
```
157
Properties=species:S:1:pos:R:3:forces:R:3
N -4.80167 -2.67945 -1.87642 0.47 -0.25 -0.17
C -2.29941 -0.65896 0.69153 1.22 -1.67 -0.55
C -2.01038 5.92701 -0.99839 -0.64 -0.56 0.68
H -4.13134 4.28591 -0.45951 0.23 0.81 1.15
H -2.72811 -2.03687 -3.29191 0.36 0.09 0.69
C 6.98426 6.72397 3.25043 -0.02 0.01 -0.08
H -2.88118 3.32254 2.05539 -1.21 -0.10 -0.46
H -2.08895 -10.67435 -4.42419 0.04 0.06 0.04
H -3.01395 -9.77361 -2.03590 0.07 0.03 -0.03
H 5.34987 -2.20579 7.33456 -0.01 0.02 -0.08
H -0.88158 -1.87627 -8.76750 0.05 0.02 0.07
H -1.69707 3.96180 0.08448 -0.44 1.13 0.22
H -4.85965 -2.44281 -2.88052 0.02 -0.05 0.66
H -2.90265 6.63738 -0.95907 1.30 -0.63 -0.08
H 0.29431 3.11965 -4.15691 -1.20 0.92 -0.19
H -6.78157 -5.25376 4.79489 0.07 0.04 -0.05
C -5.04932 -4.56936 3.55925 -0.14 -0.13 0.03
C -8.53025 1.11487 0.91845 0.04 -0.03 -0.06
C -0.61098 -2.63672 0.95318 -0.80 0.41 0.07
O 5.82816 -1.19286 0.92972 -1.17 -0.46 -1.49
H -2.13016 -4.08958 -2.74012 -0.41 -0.51 0.59
C 3.12181 -1.08256 0.25505 -2.80 0.50 -0.07
C -4.66495 2.34231 0.99781 0.08 -0.01 0.47
C -4.83166 -2.65336 4.71477 -0.02 0.11 0.01
H -0.44050 -3.22398 -6.45310 0.01 0.07 -0.05
O -1.45016 1.15736 2.06260 1.16 -1.28 -1.23
H -2.71127 2.00160 0.02212 -0.89 -0.90 -0.08
C 6.76305 6.89596 4.59414 0.07 0.13 -0.12
H 2.32246 -3.16017 -3.10485 -0.53 0.24 0.77
F 1.04578 -5.58532 -2.31429 2.13 -0.27 1.54
H -1.67288 5.39082 1.21186 -0.70 -0.36 -1.04
C 0.33281 -0.28336 -7.76552 0.10 0.12 0.08
H 3.23361 -3.93353 0.84058 -1.16 0.35 -0.90
C 6.24843 5.67406 5.09586 -0.06 -0.17 0.04
H 5.19403 3.10287 1.21748 -1.26 -0.82 -0.24
N -5.87656 -3.37148 5.23140 0.07 -0.04 -0.04
H 5.97305 4.74172 -0.87640 0.08 0.00 -0.03
H 6.99980 -2.01690 5.18301 -0.08 0.02 0.04
H 5.29696 -1.24593 -1.43484 -0.69 -0.62 0.28
C 2.86096 0.42961 0.40220 -1.41 -2.65 0.11
C 8.72501 3.00877 -0.86661 -0.02 -0.04 0.01
H 0.20845 -9.30885 -4.89770 -0.06 -0.03 0.06
H 6.66804 5.04490 1.99888 0.13 0.06 0.07
H 4.92199 1.92737 3.27806 -1.43 -0.19 -0.68
I 3.57642 2.47699 -1.73747 0.36 -0.46 0.29
H 0.37347 0.51531 -8.49037 0.00 -0.06 0.06
C -0.11756 -2.23881 -6.75193 -0.07 -0.06 0.03
H -8.10102 1.10969 -0.07143 -0.01 -0.03 0.09
H 6.78555 2.45797 -1.51574 0.03 0.18 0.00
C -3.72621 4.70083 0.51711 1.06 -0.64 0.75
H -4.89876 -5.36271 2.84285 -0.01 0.05 0.06
H -2.29104 2.66309 -5.39293 0.36 -0.45 1.28
C -1.63357 -9.92685 -3.79256 0.10 -0.01 -0.17
C 6.17343 4.79987 4.04059 -0.06 -0.05 0.04
H -2.15080 5.84524 -3.21497 0.09 -0.86 0.84
C -3.90525 3.58237 1.65265 -0.49 0.53 -0.78
H -11.00332 1.94260 2.85966 0.08 -0.05 0.00
H 0.49504 4.54060 0.38000 0.88 -1.61 0.90
C -1.22996 -8.51192 -2.09321 0.04 0.03 0.08
H -4.20416 -0.58887 -0.56576 0.83 0.14 1.10
H 5.62216 -1.11071 3.28734 -0.03 -0.09 -0.07
C 3.82433 -1.40796 5.90130 -0.14 0.01 -0.03
C 8.09466 5.07435 -0.25006 -0.17 0.10 0.05
C -3.09496 -3.01385 -0.01306 -0.26 -0.17 0.35
C -3.34011 -2.91918 -1.58822 -0.68 -0.75 -0.98
C 5.95279 -1.77400 5.27540 -0.01 0.05 0.02
H 1.50446 0.48370 -6.02326 -0.06 -0.03 -0.06
C 9.19057 4.17838 -0.32260 0.15 -0.18 -0.02
H -1.22499 -7.91364 -1.19534 -0.03 -0.05 -0.07
C -8.05648 0.63078 2.11205 0.09 0.01 -0.19
H -10.34217 2.10133 0.44824 0.09 -0.06 0.11
C -10.07191 1.55728 2.47535 -0.07 0.00 0.02
C 0.91558 -0.26918 -6.52388 0.03 0.08 0.06
H -4.48120 4.05361 2.51327 0.50 -0.87 -1.03
H 3.13161 1.40738 2.94273 1.06 0.69 -0.28
C -2.09843 5.10909 -2.35611 0.89 -0.40 0.17
C 5.09388 -1.85856 6.34508 0.19 -0.05 -0.04
H -3.46386 -3.06775 3.06040 -0.02 -0.03 0.07
H -4.26965 5.63373 0.85655 0.63 -0.92 -0.79
N -2.50883 -1.90870 -2.28665 -0.91 0.01 -0.30
H -3.02236 4.44060 -2.41425 1.00 1.10 0.24
C -3.72033 1.49646 -0.01197 -0.71 1.08 0.22
H 10.20616 4.36929 -0.01131 -0.08 -0.02 -0.03
C -4.30010 -3.37071 3.67312 0.06 0.20 0.02
H 6.95135 7.79929 5.15418 -0.01 -0.07 -0.05
C -1.14041 0.24112 1.31551 -1.41 -0.35 -0.10
H -5.56846 2.70983 0.40314 1.14 -0.30 0.93
C -2.11670 -9.45632 -2.54511 -0.01 0.11 0.15
H 0.56333 -7.78023 -2.94429 -0.15 -0.07 -0.01
N 7.38742 3.16235 -1.11963 0.10 0.00 0.04
H 7.36873 7.39851 2.50131 -0.03 -0.03 0.08
F 3.22962 -5.77448 -2.78814 -1.73 0.16 1.51
C -2.01665 -2.01660 0.54572 -0.19 0.97 -0.12
C 1.43192 0.83064 0.72816 -0.61 -0.51 0.66
N 5.24918 -1.28442 4.20889 0.22 -0.08 -0.03
O 1.92004 -3.02603 -2.21565 0.97 -1.07 -0.03
C -0.83159 4.14291 -2.55553 -0.44 0.00 -0.62
C 2.65353 -3.92554 -1.35547 -0.27 -0.16 0.21
C 6.99615 4.42157 -0.75153 -0.18 -0.02 0.05
N -3.01677 -4.24989 -2.22887 0.84 0.95 -0.36
H -1.29016 1.45072 -4.39460 -0.76 1.33 -0.16
C 0.62202 -1.67428 0.76683 1.27 2.14 -0.25
H -7.11103 0.13090 2.25959 -0.08 0.02 -0.02
H -5.09008 1.69787 1.82814 0.60 0.49 -1.02
H -2.57536 2.42328 -3.54570 0.63 0.13 -1.19
H -4.55851 -1.69628 5.13126 0.01 -0.07 -0.06
H 5.96535 5.45895 6.11505 0.03 0.00 -0.08
C 0.87382 3.53459 0.71247 -0.79 -1.32 -0.47
O -0.56325 -3.77246 1.40604 0.37 1.74 -0.94
H 0.93041 -1.72352 -4.98667 -0.12 0.09 -0.10
H -0.81969 4.50166 -4.75961 0.17 -1.12 0.62
C 3.95666 -1.06732 4.57875 -0.20 0.09 -0.07
C 3.92859 2.18826 2.78695 0.14 1.12 0.18
H -4.38383 -0.22122 1.20602 0.81 0.05 -1.16
H 3.56650 3.11821 3.34574 0.43 -1.22 -0.74
C -0.32293 -1.53277 -7.91029 -0.05 -0.17 0.06
H 0.12501 4.68204 -2.26409 -1.08 -0.53 -0.41
C 2.33786 -3.63741 0.20168 0.01 -0.03 -0.82
H 9.22740 2.08141 -1.09320 -0.02 0.08 0.04
C -6.01244 -4.54308 4.53593 -0.07 -0.02 0.00
H 3.74550 -3.79427 -1.61507 -1.05 -0.48 0.54
N -9.75944 1.67263 1.14720 0.05 0.00 0.07
H -4.10271 -2.83403 0.49027 1.34 -0.01 -0.59
H -5.29545 -3.58532 -1.81096 0.25 0.65 0.31
C -2.17344 4.96857 0.28477 -0.72 0.29 -0.77
F 2.57171 -6.32982 -0.71894 -1.12 1.32 -1.94
H -8.98406 0.66785 4.14988 -0.01 0.03 -0.08
H 4.95997 -3.14702 -0.04864 -0.53 0.68 -0.74
C 0.32374 -0.18660 0.93334 2.84 -0.98 -0.66
C 2.30633 -5.44695 -1.75452 1.49 0.49 -0.83
H -4.14466 1.71444 -1.05012 0.71 -0.64 1.18
C 2.00133 -2.11480 0.41558 -0.27 2.10 0.49
C -0.46872 -9.25301 -4.05972 0.07 -0.02 -0.04
H 1.50851 -4.34883 0.47872 0.67 1.24 -0.01
C 4.15649 2.62955 1.27401 -0.01 0.13 0.14
N -0.22722 -8.39757 -3.01815 -0.09 -0.06 -0.04
H -1.05090 6.53089 -0.89705 -1.13 -0.72 -0.50
H -0.91262 3.22487 -1.89107 0.07 1.10 -0.60
H -2.82410 -0.94534 -2.09606 0.26 -0.62 0.25
H 5.04854 0.99233 0.02853 -1.38 0.10 0.22
P 4.87240 -1.71935 -0.14363 1.16 1.94 3.22
H 8.10857 6.08589 0.12771 0.01 -0.04 -0.07
H 3.24344 -0.68610 3.86435 -0.01 -0.04 0.10
H 3.43235 3.44791 0.98399 0.81 -1.10 0.52
C -1.81361 2.46568 -4.38607 0.63 0.27 0.31
C -0.73173 3.61183 -4.06719 0.27 -0.50 1.00
H 2.91784 -1.34214 6.48374 0.06 -0.01 -0.05
C 4.03359 1.45546 0.17926 -0.56 0.44 0.85
N 6.61721 5.44682 2.92247 0.00 0.04 -0.01
C 1.02432 2.32319 0.86873 1.06 -0.37 -1.09
N 0.63274 -1.46069 -5.91100 0.04 -0.01 -0.06
H 5.84186 3.77564 3.98886 0.05 0.10 0.07
H -3.69471 -4.45610 -2.97307 0.24 0.23 0.51
C -3.70441 -0.06526 0.29972 0.07 0.78 0.86
H -6.45434 -3.08335 6.00285 0.09 -0.05 -0.11
C -9.03474 0.91110 3.09955 -0.16 0.08 0.06
H -2.84639 -4.10203 0.21026 0.03 1.57 -0.24
```
Positions in Å, forces in eV/Å.

| no. | calculated total energy (eV) | LUMO (eV) | HOMO (hartree) |
| --- | --- | --- | --- |
| 1 | -114234.8458 | 3.7 | -0.065 |
| 2 | -111088.2832 | -1.7 | -0.292 |